{"formula": "C21H22N4O3", "method": "the ωB97M-V functional and the def2-TZVPD basis", "total_charge": 0, "orbital_gap_ev": 8.654, "homo_energy_ev": -8.02, "smiles": "COc1ccc(-c2ocnc2C(=O)N2CCN(Cc3cccnc3)CC2)cc1", "e_above_lowest_kcal_mol": 59.9, "symbols": ["O", "O", "O", "N", "N", "N", "N", "C", "C", "C", "C", "C", "C", "C", "C", "C", "C", "C", "C", "C", "C", "C", "C", "C", "C", "C", "C", "C", "H", "H", "H", "H", "H", "H", "H", "H", "H", "H", "H", "H", "H", "H", "H", "H", "H", "H", "H", "H", "H", "H"], "positions_angstrom": [[0.071, 1.169, -1.920], [1.637, -2.135, -7.097], [-2.001, -2.533, -1.893], [-1.794, -1.208, -0.146], [0.259, 2.014, 2.717], [1.346, 0.940, 6.589], [0.488, 0.684, 0.237], [-1.159, 1.994, 6.061], [1.141, 1.957, 0.453], [-0.147, 2.093, 5.116], [-0.301, -2.656, -5.709], [-2.416, -2.208, -0.668], [0.353, 2.768, 1.481], [-0.921, -2.509, -4.483], [-1.015, -1.645, -2.190], [-0.074, 0.423, -0.962], [-0.427, 0.755, 2.482], [1.083, -2.847, -8.177], [0.374, 0.858, 7.483], [1.090, 1.542, 5.443], [-0.896, 1.369, 7.270], [1.532, -1.321, -4.910], [-0.353, 2.772, 3.791], [-0.334, -1.765, -3.461], [0.936, -2.059, -5.936], [-0.880, -0.814, -1.093], [0.354, -0.070, 1.459], [0.912, -1.175, -3.692], [0.876, 3.707, 1.679], [1.906, 1.588, 4.735], [0.134, 3.754, 3.825], [1.805, -2.761, -8.987], [-0.483, 0.206, 3.424], [1.186, 2.482, -0.502], [1.358, -0.267, 1.852], [-0.645, 3.002, 1.067], [-1.662, 1.278, 8.025], [2.492, -0.868, -5.100], [-1.452, 0.912, 2.103], [-3.206, -2.772, -0.212], [-1.881, -2.973, -4.317], [0.129, -2.416, -8.496], [0.631, 0.359, 8.408], [-0.162, -1.009, 1.274], [-2.139, 2.401, 5.854], [2.153, 1.778, 0.829], [-0.792, -3.233, -6.477], [1.385, -0.597, -2.917], [-1.433, 2.939, 3.620], [0.941, -3.905, -7.931]]}



{"formula": "C21H22N4O4S2", "method": "the ωB97M-V functional and the def2-TZVPD basis", "total_charge": 0, "orbital_gap_ev": 8.632, "homo_energy_ev": -8.57, "smiles": "Cc1nnc(SCC(=O)c2ccc(S(=O)(=O)N3CCOCC3)cc2)n1-c1ccccc1", "e_above_lowest_kcal_mol": 41.9, "symbols": ["S", "S", "O", "O", "O", "O", "N", "N", "N", "N", "C", "C", "C", "C", "C", "C", "C", "C", "C", "C", "C", "C", "C", "C", "C", "C", "C", "C", "C", "C", "C", "H", "H", "H", "H", "H", "H", "H", "H", "H", "H", "H", "H", "H", "H", "H", "H", "H", "H", "H", "H", "H", "H"], "positions_angstrom": [[-1.825, 3.368, -1.295], [0.608, -1.632, 0.989], [4.535, -2.486, 2.863], [-0.448, -1.896, 1.919], [0.535, -2.220, -0.318], [0.676, 5.211, 0.735], [0.149, 0.843, -3.394], [-1.649, 0.764, -2.150], [2.024, -2.147, 1.688], [-0.076, 2.083, -2.929], [0.101, 2.332, 1.494], [0.135, 0.968, 1.719], [-1.143, 2.033, -2.179], [3.216, -2.067, 0.875], [-0.353, 4.463, -1.289], [-5.094, -0.646, -0.261], [2.246, -1.711, 3.048], [-3.929, -0.033, -2.266], [0.404, 4.290, 0.011], [1.372, 2.028, -0.536], [-5.067, -0.505, -1.639], [1.402, 0.662, -0.309], [3.366, -2.569, 3.644], [-2.840, 0.165, -0.122], [-2.816, 0.299, -1.503], [-0.868, -1.407, -3.153], [-3.983, -0.309, 0.494], [-0.778, 0.051, -2.941], [0.748, 0.145, 0.792], [4.300, -2.918, 1.543], [0.674, 2.858, 0.338], [2.543, -0.651, 3.078], [-0.494, -1.920, -2.264], [5.249, -2.818, 1.015], [-5.984, -1.018, 0.224], [3.983, -3.970, 1.542], [3.026, -3.613, 3.700], [-0.410, 2.992, 2.179], [-0.347, 0.521, 2.575], [3.569, -1.027, 0.796], [-1.898, -1.714, -3.321], [-0.701, 5.489, -1.396], [1.872, -0.005, -1.015], [0.240, 4.156, -2.151], [2.966, -2.451, -0.113], [1.862, 2.437, -1.405], [-1.967, 0.420, 0.457], [-3.998, -0.423, 1.566], [1.313, -1.848, 3.593], [3.637, -2.216, 4.639], [-0.252, -1.680, -4.004], [-5.933, -0.763, -2.229], [-3.898, 0.086, -3.339]]}



{"formula": "C21H22O5", "method": "the ωB97M-V functional and the def2-TZVPD basis", "total_charge": 0, "orbital_gap_ev": 7.854, "homo_energy_ev": -7.82, "smiles": "C=CCC1=C[C@](OC)(/C(C)=C/c2ccc3c(c2)OCO3)C(OC)=CC1=O", "e_above_lowest_kcal_mol": 126.1, "symbols": ["O", "O", "O", "O", "O", "C", "C", "C", "C", "C", "C", "C", "C", "C", "C", "C", "C", "C", "C", "C", "C", "C", "C", "C", "C", "C", "H", "H", "H", "H", "H", "H", "H", "H", "H", "H", "H", "H", "H", "H", "H", "H", "H", "H", "H", "H", "H", "H"], "positions_angstrom": [[2.732, 3.654, -2.761], [-3.503, -1.376, 0.028], [-0.973, -1.353, 3.812], [-1.206, -2.885, -1.279], [1.882, 5.573, -1.695], [0.153, -2.275, 1.976], [-1.002, -1.612, 2.626], [0.176, 4.355, -0.334], [-0.276, -0.491, -2.423], [-0.989, -1.859, -0.275], [1.310, 2.092, -1.564], [-0.313, 3.057, -0.059], [3.546, -1.520, 2.553], [0.226, 1.916, -0.661], [-3.763, 0.030, -0.242], [1.789, 3.363, -1.875], [1.325, -2.686, 2.821], [-2.262, -1.556, 0.566], [-2.208, -1.393, 1.921], [0.173, -2.304, 0.596], [-0.484, -0.543, -0.928], [2.824, 5.048, -2.673], [1.215, 4.493, -1.249], [2.227, -1.474, 2.976], [-1.662, -4.146, -0.788], [-0.315, 0.610, -0.180], [2.582, 5.546, -3.632], [-4.774, 0.226, -0.555], [-0.133, 5.269, 0.170], [1.051, -2.699, 0.133], [1.846, -0.568, 3.475], [-2.752, -4.253, -0.782], [0.987, -3.015, 3.783], [-3.636, 0.660, 0.634], [3.823, 5.395, -2.431], [-0.418, 0.520, -2.890], [-1.163, 3.024, 0.631], [-3.064, 0.420, -1.045], [0.715, -0.883, -2.664], [-3.128, -1.188, 2.470], [1.804, -3.510, 2.354], [-0.662, 0.590, 0.883], [-0.969, -1.165, -2.927], [4.232, -0.656, 2.610], [1.786, 1.217, -2.012], [-1.372, -4.296, 0.251], [3.902, -2.410, 2.053], [-1.278, -4.941, -1.399]]}



{"formula": "C21H23AsF8IrN8S", "method": "the ωB97M-V functional and the def2-TZVPD basis", "total_charge": 2, "orbital_gap_ev": [4.043, 4.864], "homo_energy_ev": [-10.18, -13.97], "spin_multiplicity": 6, "s_squared": 8.7938, "e_above_lowest_kcal_mol": 87.5, "symbols": ["Ir", "As", "S", "F", "F", "F", "F", "F", "F", "F", "F", "N", "N", "N", "N", "N", "N", "N", "N", "C", "C", "C", "C", "C", "C", "C", "C", "C", "C", "C", "C", "C", "C", "C", "C", "C", "C", "C", "C", "C", "H", "H", "H", "H", "H", "H", "H", "H", "H", "H", "H", "H", "H", "H", "H", "H", "H", "H", "H", "H", "H", "H", "H"], "positions_angstrom": [[10.434, 13.118, 10.785], [7.430, 13.340, 6.663], [10.274, 8.136, 5.202], [15.287, 11.434, 12.683], [6.818, 14.488, 7.858], [8.962, 13.507, 7.421], [15.301, 15.277, 9.951], [8.245, 12.242, 5.533], [7.639, 14.542, 5.507], [7.176, 12.031, 7.785], [5.856, 12.934, 6.025], [7.703, 13.897, 12.486], [8.380, 13.386, 10.381], [11.067, 14.974, 9.850], [6.169, 14.202, 10.831], [9.150, 10.172, 4.639], [8.732, 14.045, 14.565], [10.020, 13.583, 12.690], [10.541, 11.712, 9.168], [9.197, 10.123, 8.064], [11.966, 17.248, 8.545], [13.359, 12.215, 11.610], [9.788, 9.606, 5.575], [9.505, 10.802, 9.208], [9.943, 14.354, 15.396], [13.254, 14.262, 10.513], [12.462, 13.156, 11.148], [12.387, 15.243, 9.930], [10.313, 15.803, 9.291], [8.871, 13.779, 13.256], [11.402, 11.890, 8.123], [12.899, 16.457, 9.269], [10.042, 10.258, 6.917], [10.666, 16.855, 8.515], [14.644, 14.323, 10.577], [7.449, 13.788, 11.170], [15.434, 13.377, 11.352], [7.436, 14.305, 15.237], [14.768, 12.355, 11.852], [11.083, 11.148, 6.928], [9.225, 15.581, 9.367], [5.432, 13.820, 11.391], [10.108, 13.523, 16.083], [7.139, 15.337, 15.060], [9.655, 15.178, 15.997], [12.972, 11.370, 12.212], [13.957, 16.711, 9.339], [12.121, 12.668, 8.272], [11.714, 11.109, 6.061], [8.260, 9.572, 7.957], [5.993, 14.190, 9.842], [8.081, 13.433, 9.393], [9.834, 17.214, 7.911], [9.058, 10.849, 10.188], [6.927, 14.501, 12.829], [8.801, 11.130, 4.849], [16.460, 13.512, 11.676], [10.822, 14.559, 14.808], [7.712, 14.138, 16.269], [6.711, 13.575, 14.902], [9.341, 9.997, 3.679], [10.801, 13.514, 13.380], [12.374, 18.157, 8.050]]}



What did the second record say?
{"formula": "C21H22N4O4S2", "method": "the ωB97M-V functional and the def2-TZVPD basis", "total_charge": 0, "orbital_gap_ev": 8.632, "homo_energy_ev": -8.57, "smiles": "Cc1nnc(SCC(=O)c2ccc(S(=O)(=O)N3CCOCC3)cc2)n1-c1ccccc1", "e_above_lowest_kcal_mol": 41.9, "symbols": ["S", "S", "O", "O", "O", "O", "N", "N", "N", "N", "C", "C", "C", "C", "C", "C", "C", "C", "C", "C", "C", "C", "C", "C", "C", "C", "C", "C", "C", "C", "C", "H", "H", "H", "H", "H", "H", "H", "H", "H", "H", "H", "H", "H", "H", "H", "H", "H", "H", "H", "H", "H", "H"], "positions_angstrom": [[-1.825, 3.368, -1.295], [0.608, -1.632, 0.989], [4.535, -2.486, 2.863], [-0.448, -1.896, 1.919], [0.535, -2.220, -0.318], [0.676, 5.211, 0.735], [0.149, 0.843, -3.394], [-1.649, 0.764, -2.150], [2.024, -2.147, 1.688], [-0.076, 2.083, -2.929], [0.101, 2.332, 1.494], [0.135, 0.968, 1.719], [-1.143, 2.033, -2.179], [3.216, -2.067, 0.875], [-0.353, 4.463, -1.289], [-5.094, -0.646, -0.261], [2.246, -1.711, 3.048], [-3.929, -0.033, -2.266], [0.404, 4.290, 0.011], [1.372, 2.028, -0.536], [-5.067, -0.505, -1.639], [1.402, 0.662, -0.309], [3.366, -2.569, 3.644], [-2.840, 0.165, -0.122], [-2.816, 0.299, -1.503], [-0.868, -1.407, -3.153], [-3.983, -0.309, 0.494], [-0.778, 0.051, -2.941], [0.748, 0.145, 0.792], [4.300, -2.918, 1.543], [0.674, 2.858, 0.338], [2.543, -0.651, 3.078], [-0.494, -1.920, -2.264], [5.249, -2.818, 1.015], [-5.984, -1.018, 0.224], [3.983, -3.970, 1.542], [3.026, -3.613, 3.700], [-0.410, 2.992, 2.179], [-0.347, 0.521, 2.575], [3.569, -1.027, 0.796], [-1.898, -1.714, -3.321], [-0.701, 5.489, -1.396], [1.872, -0.005, -1.015], [0.240, 4.156, -2.151], [2.966, -2.451, -0.113], [1.862, 2.437, -1.405], [-1.967, 0.420, 0.457], [-3.998, -0.423, 1.566], [1.313, -1.848, 3.593], [3.637, -2.216, 4.639], [-0.252, -1.680, -4.004], [-5.933, -0.763, -2.229], [-3.898, 0.086, -3.339]]}



What did the fourth record say?
{"formula": "C21H23AsF8IrN8S", "method": "the ωB97M-V functional and the def2-TZVPD basis", "total_charge": 2, "orbital_gap_ev": [4.043, 4.864], "homo_energy_ev": [-10.18, -13.97], "spin_multiplicity": 6, "s_squared": 8.7938, "e_above_lowest_kcal_mol": 87.5, "symbols": ["Ir", "As", "S", "F", "F", "F", "F", "F", "F", "F", "F", "N", "N", "N", "N", "N", "N", "N", "N", "C", "C", "C", "C", "C", "C", "C", "C", "C", "C", "C", "C", "C", "C", "C", "C", "C", "C", "C", "C", "C", "H", "H", "H", "H", "H", "H", "H", "H", "H", "H", "H", "H", "H", "H", "H", "H", "H", "H", "H", "H", "H", "H", "H"], "positions_angstrom": [[10.434, 13.118, 10.785], [7.430, 13.340, 6.663], [10.274, 8.136, 5.202], [15.287, 11.434, 12.683], [6.818, 14.488, 7.858], [8.962, 13.507, 7.421], [15.301, 15.277, 9.951], [8.245, 12.242, 5.533], [7.639, 14.542, 5.507], [7.176, 12.031, 7.785], [5.856, 12.934, 6.025], [7.703, 13.897, 12.486], [8.380, 13.386, 10.381], [11.067, 14.974, 9.850], [6.169, 14.202, 10.831], [9.150, 10.172, 4.639], [8.732, 14.045, 14.565], [10.020, 13.583, 12.690], [10.541, 11.712, 9.168], [9.197, 10.123, 8.064], [11.966, 17.248, 8.545], [13.359, 12.215, 11.610], [9.788, 9.606, 5.575], [9.505, 10.802, 9.208], [9.943, 14.354, 15.396], [13.254, 14.262, 10.513], [12.462, 13.156, 11.148], [12.387, 15.243, 9.930], [10.313, 15.803, 9.291], [8.871, 13.779, 13.256], [11.402, 11.890, 8.123], [12.899, 16.457, 9.269], [10.042, 10.258, 6.917], [10.666, 16.855, 8.515], [14.644, 14.323, 10.577], [7.449, 13.788, 11.170], [15.434, 13.377, 11.352], [7.436, 14.305, 15.237], [14.768, 12.355, 11.852], [11.083, 11.148, 6.928], [9.225, 15.581, 9.367], [5.432, 13.820, 11.391], [10.108, 13.523, 16.083], [7.139, 15.337, 15.060], [9.655, 15.178, 15.997], [12.972, 11.370, 12.212], [13.957, 16.711, 9.339], [12.121, 12.668, 8.272], [11.714, 11.109, 6.061], [8.260, 9.572, 7.957], [5.993, 14.190, 9.842], [8.081, 13.433, 9.393], [9.834, 17.214, 7.911], [9.058, 10.849, 10.188], [6.927, 14.501, 12.829], [8.801, 11.130, 4.849], [16.460, 13.512, 11.676], [10.822, 14.559, 14.808], [7.712, 14.138, 16.269], [6.711, 13.575, 14.902], [9.341, 9.997, 3.679], [10.801, 13.514, 13.380], [12.374, 18.157, 8.050]]}